1.
48
Properties=species:S:1:pos:R:3 method="wB97M-V/def2-TZVPD" orbital_gap_ev=8.7 lumo_ha=0.0198 smiles=O[C@H](COC(c1ccc(Cl)cc1)c1ccc(Cl)cc1)CN1CCCC1 fmax_ev_per_a=0.7 spin_multiplicity=1
H 3.61 -0.40 -1.84
C -2.18 1.18 0.04
C -1.37 -0.11 0.02
C 1.98 -0.81 0.07
C 5.37 0.02 -0.61
C -2.18 2.01 1.15
H -4.50 -2.78 2.18
H -2.88 -0.92 2.10
C -2.93 3.17 1.16
C -3.95 -2.57 1.27
H -3.61 -3.73 -1.89
C 1.57 0.67 -0.19
H 0.01 1.78 -1.20
H 0.94 2.16 0.91
H -0.73 -0.14 0.92
Cl -4.61 4.96 0.03
O -0.56 -0.20 -1.14
H 0.88 0.62 -2.23
C -3.67 3.51 0.04
H 6.05 0.46 1.43
C -3.67 2.69 -1.09
C -2.54 -2.06 -1.06
O 1.20 1.24 1.05
C -3.04 -1.53 1.22
H -4.25 2.96 -1.95
H -2.91 0.88 -1.94
H 1.51 -1.12 1.00
C -3.45 -3.11 -1.02
N 3.39 -1.06 0.17
H -1.60 1.75 2.02
H 6.01 -1.26 1.00
C -2.33 -1.27 0.06
C -2.93 1.53 -1.08
H 5.13 1.08 -0.75
H -2.94 3.82 2.02
H 3.63 0.57 1.52
C 0.45 0.77 -1.24
C 5.51 -0.30 0.87
H 2.44 1.22 -0.59
C 4.19 -0.85 -1.03
H 3.92 -1.04 2.20
Cl -5.28 -4.66 0.21
H 1.58 -1.43 -0.74
H 4.54 -1.83 -1.38
H -1.98 -1.86 -1.96
C -4.15 -3.36 0.15
H 6.28 -0.20 -1.18
C 4.05 -0.42 1.30

2.
53
Properties=species:S:1:pos:R:3 method="wB97M-V/def2-TZVPD" orbital_gap_ev="7.6 / 7.2" lumo_ha="0.0161 / 0.0161" fmax_ev_per_a=1.4 spin_multiplicity=2
H -2.93 2.01 -2.93
O 3.81 1.70 0.52
N 0.91 -0.72 -0.73
C 1.00 0.74 2.31
H 1.54 3.04 -1.57
C -2.47 -2.13 1.11
H 2.22 1.76 3.74
C 1.36 -0.05 4.53
H -1.48 0.14 -2.19
H 1.58 0.18 -4.60
H 2.73 -1.04 -2.73
C -2.00 -4.11 -0.77
C 0.02 -1.31 3.00
H -0.55 -2.20 2.78
C -1.15 -3.02 -0.70
C 1.58 0.91 3.55
H -2.66 -1.35 1.84
C -1.89 1.71 0.77
C 0.18 -0.34 2.01
C 0.59 -1.17 4.25
H 0.45 -1.94 5.00
H -1.83 -4.88 -1.52
H 3.53 0.34 -3.11
H 0.64 -0.10 -3.12
C -1.38 -2.03 0.25
H -3.03 3.51 1.07
H 2.12 2.04 1.45
C -3.06 2.89 -0.98
H 1.81 0.08 5.51
H 0.49 2.28 -3.82
H -3.68 3.72 -1.30
O 1.26 1.62 1.28
P -0.26 -0.59 0.25
H 2.24 2.43 -3.69
H -1.62 1.63 1.82
N 2.66 -0.03 -2.75
C -2.69 2.77 0.36
C 1.51 0.41 -3.53
C -2.63 1.93 -1.89
Mn 2.35 0.52 -0.82
C -1.82 0.88 -1.48
O 5.15 0.07 1.72
O 4.30 -0.35 -0.53
H 0.38 1.89 -1.50
C -3.31 -3.23 1.04
H -0.29 -2.91 -1.35
Cl 4.01 0.21 0.85
H -3.73 -5.08 0.04
H -4.15 -3.32 1.72
C 1.37 1.89 -3.30
N 1.32 2.09 -1.85
C -3.08 -4.22 0.10
C -1.44 0.76 -0.14

3.
47
Properties=species:S:1:pos:R:3 method="wB97M-V/def2-TZVPD" charge=+2 orbital_gap_ev="5.5 / 5.9" lumo_ha="-0.3723 / -0.3572" fmax_ev_per_a=5.7 spin_multiplicity=3
H 2.99 1.75 1.07
C 2.19 1.07 1.35
H -4.24 4.52 0.71
C 4.36 -3.67 1.37
C 2.98 -3.38 1.33
H -0.98 0.22 2.18
H 4.80 -3.87 -2.02
H 3.31 -0.73 2.09
C 0.78 1.42 1.43
C 0.65 1.14 -2.00
H 2.40 -3.27 2.26
C 4.34 -3.74 -1.04
N 5.59 -3.91 3.66
H -1.10 -0.27 -2.33
H -4.18 4.53 -1.06
C 0.97 -1.17 -2.17
H 2.35 -3.49 -1.87
C -4.92 2.66 -0.20
H 0.80 -2.23 -2.35
C 2.95 -3.49 -0.96
C -5.67 2.25 -1.47
H -5.93 1.17 1.03
H -6.66 2.74 -1.52
Mo 0.86 -0.13 -0.23
C -4.75 4.18 -0.19
C 0.09 0.26 1.97
C 5.03 -3.80 2.64
H 2.86 1.59 -1.79
C 2.06 0.86 -1.87
H -6.73 2.73 1.00
H 0.19 2.12 -1.97
C 5.05 -3.81 0.15
C 1.07 -0.75 2.24
H 3.22 -1.05 -2.09
H 0.87 -1.71 2.73
H -5.72 4.69 -0.22
H 0.34 2.38 1.18
Cl -3.23 1.83 -0.16
C 2.35 -0.25 1.89
H 6.13 -3.98 0.17
C -0.03 -0.13 -2.19
N 2.31 -3.24 0.18
H -5.13 2.55 -2.38
C 2.26 -0.55 -2.00
C -5.75 2.25 1.01
H -5.26 2.54 1.95
H -5.85 1.17 -1.51